A cluster of 7 separate species, C26H63F3O11S in total, computed with ωB97M-V/def2-TZVPD.

Geometry as XYZ:
```
104
Properties=species:S:1:pos:R:3
O 2.816 -1.060 1.775
S 2.392 -0.755 0.429
O 1.900 -2.184 -0.264
O 1.607 -3.197 0.711
O 0.949 0.033 0.578
C -0.050 -0.602 1.327
O -0.989 -1.109 0.367
C -2.070 -1.716 0.884
F -1.751 -2.826 1.594
F -2.873 -2.068 -0.102
F -2.772 -0.918 1.719
H 0.804 -3.577 0.314
H 0.357 -1.418 1.930
H -0.534 0.135 1.976
C 8.448 -1.271 -0.905
C 7.212 -0.577 -1.450
O 6.150 -0.468 -0.518
C 6.430 0.258 0.667
C 6.834 1.703 0.433
H 8.194 -2.271 -0.549
H 9.198 -1.359 -1.692
H 8.893 -0.722 -0.074
H 6.813 -1.156 -2.282
H 7.471 0.411 -1.849
H 7.190 -0.258 1.264
H 5.505 0.224 1.244
H 7.765 1.781 -0.131
H 6.982 2.209 1.389
H 6.060 2.232 -0.125
C 10.863 2.984 3.579
C 9.656 3.777 3.108
O 8.442 3.409 3.738
C 8.398 3.559 5.146
C 8.622 4.982 5.628
H 10.699 1.916 3.430
H 11.747 3.282 3.014
H 11.077 3.148 4.636
H 9.492 3.590 2.046
H 9.836 4.853 3.217
H 9.107 2.876 5.628
H 7.399 3.229 5.430
H 9.618 5.350 5.379
H 8.514 5.026 6.712
H 7.891 5.657 5.178
C -3.960 2.084 1.771
C -5.027 1.720 2.788
O -5.265 2.717 3.765
C -5.707 3.972 3.278
C -7.017 3.915 2.512
H -3.016 2.312 2.268
H -3.804 1.251 1.088
H -4.241 2.950 1.170
H -4.710 0.843 3.353
H -5.960 1.447 2.280
H -4.928 4.446 2.670
H -5.830 4.588 4.169
H -6.936 3.321 1.601
H -7.320 4.922 2.223
H -7.803 3.480 3.130
C -6.159 -0.768 -0.215
C -6.621 -1.837 0.760
O -7.939 -2.301 0.532
C -8.179 -2.895 -0.732
C -7.327 -4.119 -1.017
H -6.837 0.087 -0.195
H -5.160 -0.428 0.059
H -6.112 -1.136 -1.241
H -6.638 -1.427 1.771
H -5.913 -2.673 0.770
H -8.068 -2.154 -1.532
H -9.232 -3.180 -0.716
H -6.263 -3.880 -1.062
H -7.611 -4.550 -1.978
H -7.470 -4.873 -0.242
C -12.208 -1.687 0.083
C -12.012 -1.455 -1.406
O -12.021 -2.639 -2.183
C -13.211 -3.406 -2.137
C -14.447 -2.667 -2.620
H -11.447 -2.367 0.469
H -12.130 -0.741 0.619
H -13.187 -2.114 0.307
H -11.028 -1.016 -1.574
H -12.748 -0.737 -1.783
H -13.374 -3.806 -1.130
H -13.018 -4.259 -2.788
H -14.689 -1.812 -1.987
H -15.307 -3.338 -2.611
H -14.301 -2.302 -3.638
C 10.054 -1.703 -6.620
C 8.933 -2.002 -5.639
O 8.910 -1.151 -4.507
C 8.747 0.232 -4.772
C 7.457 0.575 -5.496
H 11.022 -1.754 -6.121
H 10.042 -2.433 -7.430
H 9.956 -0.713 -7.067
H 9.063 -3.005 -5.231
H 7.964 -1.992 -6.150
H 9.613 0.623 -5.318
H 8.749 0.713 -3.793
H 7.411 0.129 -6.490
H 7.374 1.656 -5.614
H 6.595 0.222 -4.927
```

* orbital gap: 9.93 eV

A cluster of 13 separate species, C26H63N3O10S4 in total in a non-equilibrium geometry, computed with ωB97M-V/def2-TZVPD.

Geometry as XYZ:
```
106
Properties=species:S:1:pos:R:3
C 2.601 6.312 2.485
O 2.132 7.587 1.930
H 3.542 6.062 1.995
H 2.842 6.520 3.527
H 1.820 5.551 2.492
H 1.605 8.015 2.609
C 0.051 -0.487 -0.460
O 1.144 -1.388 -0.335
H 0.224 0.218 -1.273
H -0.932 -0.898 -0.691
H -0.134 0.121 0.426
H 1.062 -1.949 -1.111
C -4.414 -5.929 -1.609
O -4.433 -7.187 -1.029
H -3.907 -5.180 -1.001
H -3.928 -6.005 -2.582
H -5.425 -5.553 -1.768
H -3.536 -7.528 -1.019
C 4.822 0.547 4.798
O 4.933 -0.647 5.581
H 5.366 1.426 5.144
H 5.284 0.256 3.855
H 3.770 0.773 4.624
H 5.850 -0.924 5.524
C 0.616 -4.138 -5.389
O 1.055 -4.778 -4.306
H -0.368 -4.568 -5.575
H 0.624 -3.054 -5.276
H 1.351 -4.265 -6.184
H 1.318 -5.648 -4.615
C -6.319 5.514 -0.350
O -5.325 4.400 -0.255
H -6.896 5.268 -1.242
H -6.930 5.780 0.513
H -5.821 6.450 -0.602
H -5.329 3.848 -1.040
N 2.159 6.704 -4.018
C 3.045 7.260 -4.887
C 2.942 6.668 -6.154
C 1.822 5.821 -6.034
C 1.454 5.793 -4.752
H 2.032 6.947 -3.046
H 3.717 8.049 -4.583
H 3.567 6.756 -7.031
H 1.361 5.245 -6.823
H 0.591 5.319 -4.308
N 0.413 -5.208 4.581
C 0.146 -5.118 5.956
C -0.399 -6.308 6.392
C -0.610 -7.145 5.325
C -0.142 -6.451 4.211
H 0.956 -4.586 3.999
H 0.508 -4.273 6.523
H -0.598 -6.549 7.425
H -1.050 -8.131 5.338
H -0.055 -6.821 3.200
N -2.193 3.875 5.273
C -1.474 2.968 5.986
C -0.910 3.569 7.123
C -1.337 4.890 7.103
C -2.255 5.015 6.062
H -2.863 3.767 4.525
H -1.424 1.955 5.615
H -0.198 3.109 7.793
H -1.078 5.655 7.820
H -2.773 5.942 5.863
C -6.860 -2.441 4.952
S -8.299 -1.635 4.102
O -9.167 -1.128 5.254
C -7.399 -0.279 3.226
H -6.408 -3.170 4.280
H -7.321 -2.825 5.862
H -6.116 -1.725 5.298
H -6.513 -0.595 2.675
H -7.056 0.429 3.981
H -8.069 0.260 2.556
C -7.480 2.114 -6.199
S -6.067 0.900 -6.143
O -5.521 0.950 -4.736
C -6.991 -0.712 -6.389
H -7.168 3.157 -6.143
H -8.185 1.872 -5.403
H -8.019 1.986 -7.137
H -7.643 -1.111 -5.613
H -6.227 -1.448 -6.640
H -7.675 -0.663 -7.236
C 6.344 0.799 -4.734
S 7.548 1.144 -3.407
O 8.775 0.296 -3.661
C 8.077 2.826 -3.863
H 5.697 1.673 -4.816
H 5.734 -0.055 -4.440
H 6.907 0.667 -5.658
H 8.167 3.086 -4.918
H 8.962 2.912 -3.233
H 7.267 3.416 -3.436
C 9.044 -5.646 -0.187
S 7.424 -5.596 -0.970
O 7.382 -6.687 -2.051
C 6.364 -6.186 0.439
H 9.705 -4.902 -0.631
H 9.541 -6.614 -0.246
H 8.981 -5.419 0.877
H 6.330 -5.304 1.078
H 6.893 -7.034 0.875
H 5.373 -6.551 0.169
```

* orbital gap: 8.03 eV

The energy results, record by record, are as follows: -2553.63634 -3537.45252 a.u..